Entry 1:
Below is a structure of composition C38H36N8O4SeSr, with properties calculated with the ωB97M-V functional and the def2-TZVPD basis.

Computed properties:
E   -126289.423 eV
Max |F|   0.31 eV/A
Energy relative to the best compared isomer or geometry (same formula, charge and spin)   0.0 kcal/mol
HOMO-LUMO gap   7.406 eV
2S+1   1

Element x y z (Å)
Sr (0.313, -0.647, 0.838)
O (0.535, -0.880, -5.143)
C (1.737, -1.318, -4.741)
C (2.589, -1.844, -5.717)
C (3.848, -2.297, -5.381)
C (4.294, -2.242, -4.062)
C (3.457, -1.722, -3.096)
C (2.178, -1.255, -3.405)
C (1.365, -0.682, -2.298)
O (1.840, -0.634, -1.133)
N (0.140, -0.258, -2.645)
N (-0.589, 0.100, -1.559)
C (-1.648, 0.787, -1.734)
C (-2.444, 1.144, -0.550)
C (-3.474, 2.076, -0.628)
C (-4.163, 2.422, 0.524)
C (-3.819, 1.821, 1.724)
C (-2.793, 0.889, 1.704)
N (-2.116, 0.554, 0.611)
H (0.080, -0.520, -4.332)
H (2.229, -1.880, -6.737)
H (4.491, -2.699, -6.154)
H (5.281, -2.598, -3.800)
H (3.772, -1.652, -2.062)
H (-1.954, 1.136, -2.719)
H (-3.713, 2.528, -1.581)
H (-4.960, 3.153, 0.482)
H (-4.322, 2.052, 2.654)
H (-2.500, 0.377, 2.611)
O (0.226, -1.202, 3.188)
C (0.284, -2.275, 3.945)
C (-0.114, -2.219, 5.298)
C (-0.080, -3.320, 6.128)
C (0.352, -4.553, 5.651)
C (0.757, -4.636, 4.335)
C (0.750, -3.532, 3.477)
C (1.248, -3.737, 2.111)
N (0.853, -3.169, 0.982)
C (1.579, -3.761, -0.033)
C (2.417, -4.694, 0.482)
N (2.200, -4.667, 1.840)
H (-0.445, -1.273, 5.704)
H (-0.397, -3.216, 7.159)
H (0.363, -5.427, 6.288)
H (1.062, -5.601, 3.945)
H (1.461, -3.464, -1.061)
H (3.137, -5.347, 0.024)
H (2.695, -5.199, 2.533)
O (0.902, 1.740, 1.357)
C (0.711, 2.915, 0.557)
C (2.031, 3.536, 0.136)
C (2.851, 2.640, -0.783)
C (2.374, 2.579, -2.215)
C (3.169, 1.952, -3.174)
C (2.715, 1.851, -4.473)
C (1.476, 2.392, -4.789)
C (0.764, 3.012, -3.780)
N (1.190, 3.109, -2.520)
H (1.243, 2.011, 2.237)
H (0.112, 3.636, 1.123)
H (0.143, 2.607, -0.318)
H (2.609, 3.757, 1.038)
H (1.816, 4.486, -0.357)
H (2.849, 1.616, -0.394)
H (3.896, 2.957, -0.783)
H (4.122, 1.526, -2.884)
H (3.306, 1.341, -5.224)
H (1.066, 2.320, -5.787)
H (-0.206, 3.454, -3.987)
C (-0.594, 4.481, 5.643)
N (-0.841, 3.099, 5.292)
C (0.083, 2.245, 4.782)
Se (1.851, 2.618, 4.436)
N (-0.515, 1.042, 4.632)
C (-1.823, 1.112, 5.079)
C (-2.830, 0.159, 5.162)
C (-4.055, 0.577, 5.661)
C (-4.267, 1.895, 6.071)
C (-3.257, 2.844, 6.000)
C (-2.037, 2.425, 5.493)
H (0.285, 4.817, 5.099)
H (-0.411, 4.583, 6.713)
H (-1.457, 5.082, 5.362)
H (-0.078, 0.226, 4.138)
H (-2.662, -0.862, 4.848)
H (-4.864, -0.138, 5.740)
H (-5.233, 2.179, 6.465)
H (-3.417, 3.861, 6.331)

Entry 2:
Below is a structure of composition C37H58ClN13O4SeTi in a non-equilibrium geometry, with properties calculated with the ωB97M-V functional and the def2-TZVPD basis.

Computed properties:
Charge   +2
E   -167845.871 eV
Max |F|   1.01 eV/A
Energy relative to the best compared isomer or geometry (same formula, charge and spin)   0.0 kcal/mol
HOMO-LUMO gap   7.087 eV
2S+1   1

Element x y z (Å)
Ti (-0.573, -0.122, -1.169)
C (-1.220, 2.590, 2.701)
N (-0.624, 3.269, 1.561)
C (-0.415, 4.701, 1.737)
C (-0.155, 2.606, 0.469)
N (-0.940, 1.711, -0.169)
C (-2.379, 1.867, 0.122)
C (-3.185, 1.271, -1.000)
N (-2.747, -0.129, -1.225)
C (-3.160, -0.599, -2.577)
C (-2.301, -1.750, -3.089)
N (-0.896, -1.710, -2.600)
C (-0.075, -2.565, -3.216)
N (1.285, -2.469, -3.142)
C (2.090, -1.327, -3.576)
C (2.078, -3.696, -3.121)
N (-0.566, -3.653, -3.867)
C (-1.551, -4.556, -3.288)
C (0.023, -4.109, -5.123)
C (-3.318, -1.011, -0.173)
C (-2.404, -2.180, 0.073)
N (-1.043, -1.682, 0.317)
C (-0.409, -2.261, 1.346)
N (0.899, -2.567, 1.294)
C (1.727, -2.716, 2.485)
C (1.527, -3.018, 0.064)
N (-1.082, -2.593, 2.481)
C (-2.172, -1.786, 3.002)
C (-0.831, -3.829, 3.215)
N (1.099, 2.904, 0.081)
C (2.064, 3.464, 1.023)
C (1.522, 3.011, -1.309)
H (-2.248, 2.920, 2.872)
H (-0.632, 2.813, 3.593)
H (-1.190, 1.514, 2.554)
H (-1.377, 5.165, 1.961)
H (-0.034, 5.143, 0.820)
H (0.271, 4.918, 2.559)
H (-2.659, 2.914, 0.243)
H (-2.634, 1.366, 1.056)
H (-2.996, 1.826, -1.910)
H (-4.255, 1.303, -0.776)
H (-3.078, 0.246, -3.248)
H (-4.208, -0.909, -2.542)
H (-2.310, -1.725, -4.181)
H (-2.778, -2.681, -2.794)
H (1.524, -0.407, -3.566)
H (2.454, -1.509, -4.592)
H (2.944, -1.215, -2.914)
H (2.499, -3.937, -4.100)
H (1.486, -4.537, -2.768)
H (2.912, -3.544, -2.435)
H (-1.704, -4.322, -2.236)
H (-1.160, -5.574, -3.348)
H (-2.506, -4.528, -3.815)
H (0.737, -3.377, -5.490)
H (-0.768, -4.209, -5.866)
H (0.516, -5.076, -5.009)
H (-4.326, -1.321, -0.459)
H (-3.398, -0.428, 0.742)
H (-2.379, -2.837, -0.797)
H (-2.796, -2.780, 0.892)
H (1.262, -2.225, 3.335)
H (2.692, -2.247, 2.293)
H (1.907, -3.764, 2.728)
H (1.757, -4.084, 0.140)
H (0.866, -2.842, -0.775)
H (2.466, -2.488, -0.107)
H (-2.217, -0.838, 2.471)
H (-2.000, -1.587, 4.060)
H (-3.134, -2.299, 2.916)
H (-0.186, -4.486, 2.639)
H (-1.784, -4.339, 3.368)
H (-0.380, -3.644, 4.192)
H (1.768, 3.247, 2.045)
H (2.180, 4.542, 0.896)
H (3.032, 3.000, 0.829)
H (0.911, 2.383, -1.942)
H (2.559, 2.691, -1.396)
H (1.447, 4.050, -1.635)
O (5.621, 0.015, 0.236)
C (5.299, -0.034, 1.523)
O (6.110, -0.284, 2.368)
C (3.872, 0.245, 1.916)
C (3.515, 0.509, 3.226)
Cl (4.446, 0.560, 4.633)
N (2.170, 0.676, 3.265)
N (1.609, 0.510, 2.061)
C (2.621, 0.273, 1.238)
C (2.373, 0.150, -0.213)
O (3.259, 0.236, -1.030)
O (1.120, -0.044, -0.625)
C (1.359, 1.042, 4.387)
C (1.671, 2.169, 5.129)
C (0.847, 2.522, 6.189)
C (-0.273, 1.759, 6.491)
C (-0.573, 0.635, 5.731)
C (0.247, 0.272, 4.675)
H (4.844, 0.205, -0.326)
H (2.537, 2.770, 4.887)
H (1.085, 3.397, 6.779)
H (-0.908, 2.036, 7.321)
H (-1.444, 0.040, 5.973)
H (0.037, -0.595, 4.065)
Se (-0.577, 1.011, -3.505)
C (-0.951, 2.889, -3.706)
C (0.069, 3.757, -4.075)
C (-0.236, 5.087, -4.327)
N (-1.463, 5.592, -4.240)
C (-2.444, 4.747, -3.943)
C (-2.245, 3.396, -3.684)
H (1.087, 3.408, -4.190)
H (0.549, 5.778, -4.616)
H (-3.446, 5.161, -3.921)
H (-3.106, 2.763, -3.525)

Entry 3:
Below is a structure of composition C35H43Ge2N2O4PRuS2 in a non-equilibrium geometry, with properties calculated with the ωB97M-V functional and the def2-TZVPD basis.

Computed properties:
Charge   -1
E   -194739.955 eV
Max |F|   4.22 eV/A
Energy relative to the best compared isomer or geometry (same formula, charge and spin)   71.1 kcal/mol
HOMO-LUMO gap (spin up / spin down)   7.115 / 6.380 eV
2S+1   2

Element x y z (Å)
Ru (0.001, 0.158, 0.552)
C (-1.696, 0.278, 4.195)
C (-0.236, 0.200, 3.932)
N (0.341, 0.178, 2.751)
C (1.694, 0.103, 2.963)
C (1.941, 0.085, 4.310)
N (0.702, 0.147, 4.898)
C (3.152, 0.093, 5.134)
O (4.298, 0.068, 4.494)
O (3.064, 0.133, 6.344)
C (2.628, 0.122, 1.819)
O (3.848, 0.090, 2.032)
O (2.078, 0.215, 0.674)
H (-2.211, 0.424, 3.249)
H (-1.918, 1.110, 4.865)
H (-2.053, -0.643, 4.659)
H (0.582, 0.138, 5.899)
H (4.150, 0.043, 3.491)
C (1.983, -0.097, -4.012)
C (1.678, -0.463, -2.557)
Ge (-0.022, 0.326, -1.839)
C (-1.565, -0.531, -2.800)
C (-1.761, -0.107, -4.256)
C (-0.002, 2.210, -2.401)
C (0.011, 3.218, -1.522)
Ge (0.028, 2.618, 0.415)
C (-1.537, 3.284, 1.518)
C (-1.873, 4.769, 1.645)
C (1.690, 3.223, 1.385)
C (2.029, 4.705, 1.547)
C (0.037, 4.644, -1.920)
C (0.041, 5.642, -0.944)
C (0.051, 6.989, -1.269)
C (0.056, 7.382, -2.597)
C (0.056, 6.408, -3.587)
C (0.048, 5.064, -3.257)
H (2.933, -0.530, -4.336)
H (2.047, 0.986, -4.136)
H (1.207, -0.468, -4.683)
H (2.481, -0.114, -1.906)
H (1.618, -1.548, -2.439)
H (-2.465, -0.292, -2.227)
H (-1.422, -1.612, -2.729)
H (-1.819, 0.980, -4.341)
H (-2.685, -0.527, -4.663)
H (-0.938, -0.451, -4.884)
H (0.018, 2.416, -3.473)
H (-1.324, 2.871, 2.510)
H (-2.412, 2.751, 1.141)
H (-1.052, 5.332, 2.096)
H (-2.750, 4.906, 2.284)
H (-2.099, 5.210, 0.674)
H (2.526, 2.717, 0.900)
H (1.584, 2.773, 2.378)
H (2.226, 5.176, 0.584)
H (2.926, 4.818, 2.162)
H (1.224, 5.254, 2.042)
H (0.035, 5.341, 0.093)
H (0.054, 7.734, -0.481)
H (0.061, 8.432, -2.860)
H (0.061, 6.704, -4.630)
H (0.050, 4.335, -4.056)
S (1.233, -4.606, 2.444)
P (0.187, -4.212, 0.829)
S (-0.015, -2.217, 0.368)
C (-1.493, -4.914, 0.959)
C (-1.576, -6.284, 1.211)
C (-2.811, -6.892, 1.350)
C (-3.972, -6.136, 1.244)
C (-3.890, -4.776, 0.989)
C (-2.653, -4.163, 0.840)
C (0.808, -5.000, -0.677)
C (0.131, -4.806, -1.882)
C (0.586, -5.420, -3.034)
C (1.712, -6.235, -2.995)
C (2.384, -6.427, -1.796)
C (1.937, -5.808, -0.638)
H (-0.659, -6.855, 1.302)
H (-2.869, -7.956, 1.544)
H (-4.939, -6.610, 1.362)
H (-4.797, -4.188, 0.907)
H (-2.578, -3.102, 0.634)
H (-0.741, -4.163, -1.901)
H (0.067, -5.264, -3.972)
H (2.065, -6.717, -3.898)
H (3.261, -7.061, -1.764)
H (2.452, -5.938, 0.306)
C (-2.021, 0.173, 0.558)
H (-2.578, -0.693, 0.919)
H (-2.634, 0.850, -0.040)